118
Properties=species:S:1:pos:R:3 method="wB97M-V/def2-TZVPD" charge=+3 relative_energy_kcal_mol=0.0
Pb 0.570 0.926 0.527
O 1.559 4.639 3.505
C 1.378 3.692 2.598
O 0.981 2.574 2.849
C 1.717 4.135 1.215
C 2.223 5.388 0.940
C 2.541 5.698 -0.381
C 2.369 4.739 -1.357
C 1.888 3.489 -0.986
N 1.542 3.208 0.266
C 1.792 2.345 -1.988
O 1.718 2.619 -3.170
O 1.798 1.172 -1.443
H 1.350 4.292 4.386
H 2.371 6.101 1.738
H 2.933 6.676 -0.630
H 2.608 4.915 -2.397
O -6.134 4.011 0.808
C -5.351 3.977 1.978
C -4.051 3.290 1.666
C -3.177 2.922 2.682
C -1.981 2.325 2.347
N -1.624 2.071 1.081
C -2.476 2.390 0.098
C -3.689 3.008 0.358
C -2.088 1.983 -1.284
C -2.758 2.452 -2.400
C -2.394 2.000 -3.662
C -3.107 2.510 -4.895
O -3.779 3.729 -4.677
C -1.375 1.064 -3.752
C -0.736 0.661 -2.598
N -1.069 1.115 -1.384
H -6.911 4.560 0.952
H -5.851 3.440 2.789
H -5.123 4.983 2.346
H -3.421 3.107 3.723
H -1.265 2.045 3.110
H -4.377 3.262 -0.434
H -3.547 3.185 -2.322
H -3.872 1.781 -5.169
H -2.403 2.563 -5.728
H -3.170 4.465 -4.800
H -1.043 0.687 -4.712
H 0.109 -0.011 -2.644
N -0.529 -1.887 0.770
S -0.840 -3.047 1.744
N -1.704 -4.247 1.092
S -1.057 -5.235 0.068
N 0.095 -4.702 -0.836
S 0.138 -3.174 -1.331
N 0.457 -2.141 -0.238
C 1.514 -3.114 -2.400
C 1.941 -4.281 -3.026
C 3.007 -4.190 -3.906
C 3.612 -2.959 -4.143
C 3.163 -1.809 -3.504
C 2.100 -1.869 -2.621
C -1.322 -2.869 -2.281
C -1.396 -3.312 -3.599
C -2.545 -3.031 -4.319
C -3.586 -2.324 -3.726
C -3.488 -1.884 -2.411
C -2.347 -2.149 -1.672
C -0.337 -6.621 0.865
C -1.169 -7.324 1.732
C -0.622 -8.376 2.443
C 0.724 -8.699 2.284
C 1.532 -7.984 1.408
C 1.006 -6.926 0.681
C -2.422 -5.809 -0.871
C -3.713 -5.374 -0.597
C -4.734 -5.824 -1.419
C -4.452 -6.680 -2.477
C -3.150 -7.108 -2.724
C -2.115 -6.674 -1.918
C 0.526 -3.794 2.569
C 0.268 -4.853 3.441
C 1.339 -5.446 4.083
C 2.632 -4.987 3.846
C 2.866 -3.930 2.975
C 1.807 -3.314 2.323
C -1.918 -2.379 2.937
C -3.255 -2.208 2.586
C -4.120 -1.717 3.546
C -3.646 -1.413 4.820
C -2.303 -1.566 5.137
C -1.417 -2.057 4.191
H 1.464 -5.230 -2.822
H 3.366 -5.079 -4.407
H 4.444 -2.899 -4.833
H 3.639 -0.855 -3.693
H 1.751 -0.975 -2.116
H -0.576 -3.852 -4.058
H -2.623 -3.357 -5.349
H -4.478 -2.104 -4.300
H -4.299 -1.323 -1.963
H -2.240 -1.790 -0.656
H -2.216 -7.060 1.842
H -1.245 -8.948 3.118
H 1.144 -9.524 2.847
H 2.573 -8.253 1.283
H 1.616 -6.350 -0.001
H -3.906 -4.716 0.239
H -5.753 -5.513 -1.228
H -5.257 -7.027 -3.113
H -2.944 -7.787 -3.541
H -1.096 -7.005 -2.091
H -0.747 -5.194 3.616
H 1.166 -6.261 4.774
H 3.466 -5.456 4.354
H 3.876 -3.578 2.805
H 1.971 -2.490 1.641
H -3.600 -2.450 1.588
H -5.166 -1.580 3.306
H -4.335 -1.055 5.575
H -1.942 -1.315 6.126
H -0.367 -2.174 4.427

113
Properties=species:S:1:pos:R:3 method="wB97M-V/def2-TZVPD" multiplicity=5 charge=+2
Ir -1.369 -0.206 -0.581
C 6.245 1.949 -2.110
C 5.002 1.136 -1.905
C 4.449 0.396 -2.946
C 3.340 -0.406 -2.731
C 2.789 -0.483 -1.459
C 3.295 0.279 -0.415
C 4.387 1.092 -0.653
S 1.551 -1.767 -1.243
O 0.540 -1.283 -0.202
C 2.622 -2.932 -0.344
C 3.746 -3.297 -1.120
C 4.712 -4.097 -0.601
C 4.609 -4.568 0.727
C 5.628 -5.366 1.291
C 5.521 -5.833 2.571
C 4.381 -5.525 3.333
C 3.372 -4.765 2.808
C 3.453 -4.260 1.489
C 2.408 -3.452 0.921
C 1.141 -3.458 1.729
C 0.427 -4.710 1.689
C 0.660 -5.657 0.663
C -0.076 -6.809 0.593
C -1.050 -7.099 1.563
C -1.285 -6.214 2.579
C -0.575 -4.995 2.654
C -0.831 -4.057 3.680
C -0.240 -2.833 3.636
C 0.681 -2.509 2.612
S 0.980 -0.706 2.492
O 1.295 -0.275 3.858
C -0.804 -0.322 2.239
C -1.693 -1.160 1.521
C -3.073 -0.882 1.578
C -3.560 0.245 2.238
C -5.030 0.522 2.312
C -2.645 1.084 2.887
C -1.288 0.798 2.903
H 6.459 2.086 -3.167
H 7.097 1.442 -1.653
H 6.156 2.926 -1.636
H 4.896 0.441 -3.931
H 2.908 -0.976 -3.546
H 2.846 0.248 0.562
H 4.789 1.685 0.160
H 3.825 -2.934 -2.135
H 5.569 -4.376 -1.201
H 6.496 -5.602 0.689
H 6.310 -6.435 3.001
H 4.300 -5.899 4.345
H 2.508 -4.538 3.418
H 1.406 -5.453 -0.095
H 0.085 -7.502 -0.223
H -1.618 -8.017 1.496
H -2.027 -6.431 3.338
H -1.529 -4.306 4.470
H -0.451 -2.082 4.388
H -1.379 -2.159 1.229
H -3.764 -1.591 1.138
H -5.582 -0.051 1.569
H -5.233 1.583 2.175
H -5.409 0.243 3.297
H -3.012 1.952 3.421
H -0.591 1.409 3.463
N -3.100 -0.408 -1.598
C -3.982 -0.166 -2.324
N -4.985 0.045 -3.085
C -5.236 1.357 -3.725
C -6.740 1.539 -3.876
C -7.334 0.466 -4.812
C -6.496 -0.824 -4.785
C -5.939 -1.051 -3.388
H -4.753 1.374 -4.704
H -4.790 2.136 -3.108
H -6.938 2.536 -4.265
H -7.204 1.482 -2.889
H -7.387 0.846 -5.832
H -8.355 0.243 -4.504
H -5.668 -0.761 -5.493
H -7.106 -1.678 -5.073
H -5.421 -2.005 -3.302
H -6.748 -1.035 -2.652
O -1.172 1.617 -2.395
C -0.520 2.225 -1.546
N -0.031 3.466 -1.560
C 0.535 3.817 -0.261
C 0.587 2.412 0.400
O 1.170 2.124 1.413
N -0.192 1.590 -0.369
C -0.455 4.624 0.595
C -0.047 5.081 1.847
C -0.887 5.878 2.606
C -2.146 6.220 2.130
C -2.569 5.736 0.903
C -1.732 4.933 0.139
C 1.851 4.569 -0.380
C 2.962 4.266 0.399
C 4.105 5.050 0.316
C 4.150 6.133 -0.546
C 3.044 6.436 -1.327
C 1.898 5.664 -1.241
H -0.115 4.102 -2.334
H 0.936 4.821 2.218
H -0.554 6.246 3.568
H -2.795 6.860 2.712
H -3.551 5.993 0.528
H -2.080 4.572 -0.820
H 2.932 3.429 1.081
H 4.959 4.824 0.941
H 5.038 6.747 -0.609
H 3.064 7.288 -1.993
H 1.030 5.940 -1.828

Number 1: E_tot -4344.645130 Ha. Number 2: E_tot -3544.134647 Ha.